C41H62BFIN5O3P2Re | ωB97M-V with the def2-TZVPD basis set

Results
E_HOMO (spin up / spin down): -11.38 / -11.62 eV
relative energy (zero: lowest compared OMol25 entry of this formula, charge and spin): 31.71 kcal/mol

ORCA input file:
```
! wB97M-V def2-TZVPD RIJCOSX def2/J DEFGRID3
* xyz 2 2
Re -1.9329 -0.8673 0.0574
C -6.4576 -0.1523 0.4152
C -5.4968 0.6649 1.2762
C -5.0944 -0.1596 2.5051
C -6.2506 1.9260 1.7185
P -3.8481 1.0321 0.3828
C -3.0249 2.1086 1.6808
N -2.1689 1.2421 2.4427
B -1.5444 0.0785 1.9266
N -0.6880 -0.4065 2.9497
C 0.2218 -1.4980 2.7668
P -0.5596 -2.6224 1.4844
C 0.8908 -3.3809 0.5277
C 0.3685 -4.5397 -0.3180
C 1.3945 -2.2873 -0.4151
C 2.0371 -3.8353 1.4277
C -1.4120 -3.8840 2.6406
C -0.3855 -4.6246 3.5038
C -2.3335 -3.0547 3.5399
C -2.2697 -4.9238 1.9141
C -0.8945 0.3412 4.0876
C -0.4152 0.1945 5.3802
C -0.8713 1.0728 6.3480
C -1.7773 2.0808 6.0374
C -2.2549 2.2458 4.7509
C -1.8182 1.3702 3.7707
C -4.0673 2.0566 -1.1865
C -4.4666 1.0822 -2.2954
C -5.1067 3.1668 -1.0527
C -2.7034 2.6672 -1.5181
H -7.3965 -0.2655 0.9565
H -6.0741 -1.1463 0.2056
H -6.6811 0.3482 -0.5230
H -5.9745 -0.6566 2.9065
H -4.6661 0.4586 3.2908
H -4.3682 -0.9267 2.2320
H -6.8357 1.6740 2.6028
H -6.9452 2.2554 0.9505
H -5.6203 2.7704 1.9805
H -3.7610 2.5818 2.3319
H -2.4383 2.8926 1.1854
H 0.3943 -2.0221 3.7083
H 1.1865 -1.1348 2.3877
H -0.5157 -4.2417 -0.8827
H 0.1226 -5.3981 0.3001
H 1.1300 -4.8529 -1.0306
H 0.5992 -1.9745 -1.0907
H 2.2112 -2.6669 -1.0282
H 1.7572 -1.4199 0.1332
H 1.8203 -4.7837 1.9056
H 2.2722 -3.1017 2.1945
H 2.9284 -3.9744 0.8175
H 0.4160 -3.9927 3.8756
H 0.0475 -5.4685 2.9738
H -0.9117 -5.0242 4.3697
H -1.7888 -2.4768 4.2811
H -3.0038 -3.7279 4.0698
H -2.9390 -2.3748 2.9412
H -1.8258 -5.2800 0.9930
H -3.2572 -4.5337 1.6883
H -2.4010 -5.7851 2.5674
H 0.2758 -0.5910 5.6447
H -0.5244 0.9614 7.3626
H -2.1286 2.7365 6.8177
H -2.9616 3.0289 4.5313
H -5.3906 0.5580 -2.0680
H -3.6978 0.3348 -2.4597
H -4.6034 1.6162 -3.2350
H -6.1177 2.7712 -1.0245
H -5.0298 3.8159 -1.9247
H -4.9418 3.7745 -0.1666
H -1.9015 1.9442 -1.3690
H -2.4930 3.5459 -0.9096
H -2.6891 2.9705 -2.5631
F 4.8171 1.3505 0.5908
C 4.0881 1.4939 -0.5476
C 2.7536 1.1894 -0.4783
C 1.9494 1.1669 -1.6218
C 0.5711 0.6804 -1.5653
O 0.0254 0.4358 -0.4596
C -0.0189 0.5139 -2.8552
C 0.5957 0.9630 -3.9870
N 1.8209 1.5098 -4.0129
C 2.3777 2.0240 -5.2380
C 3.4798 1.2639 -5.9306
C 2.1139 1.3334 -6.5389
C 2.5409 1.5532 -2.8431
C 3.8765 1.9630 -2.8608
C 4.7083 1.8913 -1.7503
N 6.0517 2.2257 -1.8777
C 6.9665 2.3732 -0.7728
C 7.7543 1.0768 -0.5424
N 8.5010 0.7484 -1.7893
C 7.5787 0.6368 -2.9488
C 6.7798 1.9411 -3.0894
C -1.3444 -0.2119 -3.0886
O -1.8532 -0.1223 -4.1898
O -1.7780 -0.8941 -2.1185
H 2.3149 0.9280 0.4713
H 0.0483 0.8705 -4.9161
H 2.4320 3.1090 -5.2384
H 3.7824 0.3185 -5.5029
H 4.2892 1.8188 -6.3829
H 1.5182 0.4342 -6.5364
H 1.9561 1.9484 -7.4102
H 4.2729 2.3310 -3.7891
H 6.4509 2.6669 0.1387
H 7.6697 3.1771 -1.0211
H 7.0690 0.2572 -0.3222
H 8.4531 1.1847 0.2878
H 9.0323 -0.1217 -1.6717
H 9.1788 1.4989 -1.9765
H 6.8979 -0.1967 -2.7649
H 8.1473 0.4384 -3.8587
H 6.1134 1.8398 -3.9418
H 7.4629 2.7724 -3.2956
I -3.7932 -2.6945 -0.4320
*
```